*one*
Computed, not measured: a 10-piece molecular cluster, C24H68N4O10 overall, with wB97M-V/def2-TZVPD.

Structure (XYZ):
```
106
Properties=species:S:1:pos:R:3
N 0.12 -0.29 1.70
C -0.24 -0.43 0.39
N 0.78 -0.15 -0.48
O -1.30 -0.91 0.00
H 1.07 -0.03 1.84
H -0.52 -0.59 2.41
H 0.60 -0.30 -1.46
H 1.57 0.43 -0.23
N 2.76 -2.65 3.16
C 3.05 -3.09 1.90
N 3.30 -2.04 1.10
O 3.12 -4.27 1.56
H 2.47 -3.29 3.88
H 2.68 -1.67 3.40
H 3.67 -2.21 0.18
H 3.30 -1.14 1.55
C -5.12 3.13 -1.09
C -4.98 1.65 -0.80
C -3.53 1.18 -0.53
O -5.63 1.45 0.47
H -4.85 3.81 -0.27
H -6.19 3.29 -1.28
H -4.70 3.50 -2.03
H -5.47 1.04 -1.56
H -3.11 1.89 0.19
H -2.99 1.10 -1.48
H -3.46 0.20 -0.08
H -5.63 2.26 0.98
C 1.41 0.00 -5.21
C 0.72 0.75 -4.08
C 0.74 2.25 -4.26
O -0.67 0.37 -4.14
H 2.47 0.27 -5.20
H 1.01 0.18 -6.21
H 1.25 -1.06 -5.05
H 1.21 0.44 -3.15
H 0.16 2.73 -3.47
H 0.27 2.52 -5.21
H 1.76 2.63 -4.15
H -1.01 0.66 -4.99
C -3.29 -3.08 -2.14
C -3.55 -3.19 -0.63
C -4.61 -4.26 -0.31
O -2.35 -3.52 0.04
H -2.39 -2.51 -2.31
H -4.21 -2.72 -2.62
H -3.10 -4.06 -2.60
H -3.93 -2.26 -0.20
H -4.26 -5.27 -0.54
H -5.60 -4.00 -0.68
H -4.76 -4.26 0.77
H -1.83 -2.72 0.19
C 4.54 2.29 3.50
C 3.48 1.25 3.95
C 2.15 1.88 4.22
O 3.37 0.22 2.97
H 4.60 2.97 4.36
H 4.18 2.81 2.62
H 5.48 1.82 3.23
H 3.86 0.79 4.87
H 2.26 2.73 4.89
H 1.45 1.16 4.64
H 1.66 2.27 3.32
H 3.34 0.71 2.12
C -0.02 3.75 0.57
C 0.99 4.41 -0.37
C 0.88 5.94 -0.29
O 2.29 4.05 0.11
H 0.03 2.67 0.46
H -1.01 4.14 0.31
H 0.15 3.97 1.63
H 0.86 4.09 -1.41
H -0.06 6.25 -0.76
H 1.68 6.39 -0.86
H 0.89 6.29 0.74
H 2.94 4.55 -0.40
C -3.12 -3.42 3.72
C -2.46 -2.11 3.26
C -3.50 -1.00 3.13
O -1.46 -1.73 4.19
H -2.38 -4.20 3.51
H -4.02 -3.61 3.14
H -3.28 -3.47 4.80
H -2.18 -2.28 2.22
H -4.37 -1.36 2.57
H -3.08 -0.08 2.72
H -3.89 -0.73 4.12
H -0.88 -2.49 4.32
C 4.20 1.27 -1.65
C 4.34 1.51 -0.16
O 3.04 1.46 0.44
H 3.78 2.12 -2.19
H 3.55 0.43 -1.88
H 5.17 1.05 -2.11
H 4.80 2.48 0.03
H 4.99 0.76 0.29
H 2.73 2.40 0.44
C 1.18 -3.12 -2.79
C 1.01 -4.57 -3.20
O 2.27 -5.18 -3.47
H 1.81 -2.59 -3.50
H 1.66 -3.00 -1.81
H 0.21 -2.62 -2.64
H 0.45 -4.60 -4.13
H 0.53 -5.19 -2.43
H 2.75 -5.27 -2.64
```

Computed properties:
Kohn-Sham gap (Ha): 0.334
Lowest unoccupied orbital energy (eV): -0.1
M (g/mol): 572.83

*two*
Computed, not measured: a 10-piece molecular cluster, C24H68N4O10 overall, with wB97M-V/def2-TZVPD.

Structure (XYZ):
```
106
Properties=species:S:1:pos:R:3
N -10.20 -15.77 -5.51
C -10.38 -16.99 -5.11
N -11.62 -17.30 -5.04
O -9.34 -17.83 -4.96
H -9.23 -15.46 -5.75
H -10.99 -15.17 -5.78
H -11.89 -18.05 -4.41
H -12.34 -16.52 -5.08
N -13.93 -18.90 -8.68
C -13.38 -18.14 -7.79
N -12.36 -18.63 -7.11
O -13.77 -16.81 -7.65
H -14.39 -18.38 -9.41
H -13.61 -19.85 -8.93
H -12.09 -18.03 -6.30
H -12.11 -19.65 -7.02
C -8.50 -16.20 -0.72
C -9.22 -16.46 -2.03
C -10.73 -16.56 -1.72
O -9.14 -15.57 -2.93
H -8.39 -15.12 -0.61
H -7.46 -16.48 -0.74
H -9.00 -16.71 0.10
H -8.86 -17.39 -2.42
H -11.39 -17.11 -2.42
H -11.15 -15.59 -1.44
H -11.04 -17.13 -0.84
H -9.48 -15.90 -3.74
C -16.93 -20.57 -5.74
C -16.47 -21.65 -6.70
C -17.30 -22.88 -6.56
O -16.40 -21.32 -7.91
H -17.89 -20.16 -6.06
H -16.19 -19.76 -5.81
H -17.06 -20.95 -4.78
H -15.43 -21.83 -6.47
H -18.29 -22.85 -6.92
H -17.43 -23.08 -5.51
H -16.81 -23.73 -7.11
H -15.72 -20.64 -8.08
C -10.59 -22.61 -6.50
C -11.51 -21.75 -5.66
C -10.77 -20.55 -5.07
O -12.53 -21.35 -6.27
H -11.07 -23.24 -7.18
H -9.99 -23.24 -5.83
H -9.82 -21.95 -6.94
H -11.84 -22.35 -4.85
H -9.86 -20.97 -4.60
H -11.26 -19.88 -4.41
H -10.28 -19.89 -5.81
H -13.19 -21.33 -5.58
C -18.72 -15.73 -4.39
C -18.95 -17.21 -4.03
C -17.50 -17.78 -3.85
O -19.61 -17.31 -2.95
H -18.95 -15.66 -5.44
H -17.72 -15.52 -4.31
H -19.40 -15.05 -3.95
H -19.45 -17.75 -4.86
H -17.09 -17.60 -2.87
H -16.88 -17.55 -4.71
H -17.46 -18.91 -3.80
H -19.19 -16.71 -2.30
C -13.82 -18.69 -0.26
C -14.64 -17.45 -0.50
C -14.01 -16.26 0.27
O -14.76 -17.07 -1.68
H -14.12 -19.51 -0.88
H -14.06 -18.95 0.74
H -12.76 -18.49 -0.31
H -15.64 -17.67 -0.15
H -13.77 -16.52 1.25
H -14.66 -15.44 0.38
H -13.11 -15.94 -0.26
H -15.41 -16.34 -1.72
C -15.55 -23.04 -2.57
C -14.63 -21.81 -2.77
C -13.28 -21.91 -2.05
O -14.39 -21.53 -3.97
H -16.19 -22.96 -1.65
H -14.90 -23.96 -2.54
H -16.27 -23.16 -3.33
H -15.11 -20.91 -2.55
H -12.59 -21.11 -2.11
H -12.67 -22.76 -2.43
H -13.35 -22.15 -1.00
H -14.16 -20.56 -4.05
C -15.20 -14.88 -5.63
C -13.80 -14.44 -5.17
C -13.42 -14.73 -3.78
O -12.94 -14.99 -5.83
H -15.30 -14.70 -6.71
H -16.03 -14.36 -5.16
H -15.41 -15.90 -5.49
H -13.78 -13.33 -5.32
H -12.42 -14.41 -3.44
H -13.57 -15.79 -3.58
H -14.15 -14.33 -3.04
H -13.27 -15.24 -6.70
C -14.16 -18.61 -4.34
O -13.21 -18.76 -3.31
H -15.17 -18.63 -3.90
H -14.03 -19.24 -5.19
H -14.04 -17.59 -4.73
H -13.60 -18.31 -2.53
```

Computed properties:
Kohn-Sham gap (Ha): 0.340
Lowest unoccupied orbital energy (eV): 0.1
M (g/mol): 572.83

Computed relative energies in units of kcal/mol: *one* 0.0; *two* 222.2

*one*
Computed, not measured: a single C8H16O4 molecule, with wB97M-V/def2-TZVPD.

Structure (XYZ):
```
28
Properties=species:S:1:pos:R:3
C 0.48 1.91 2.04
C 0.68 1.71 0.52
O 1.46 0.64 0.17
C 1.45 -0.59 0.84
C 2.55 -1.35 0.13
O 0.18 -1.17 0.82
C -0.55 -1.31 -0.43
C -1.22 -2.70 -0.32
O -1.53 -0.35 -0.60
C -1.09 1.02 -1.06
C -2.35 1.59 -1.72
O -0.70 1.76 0.03
H 0.01 2.87 2.33
H 1.45 1.84 2.49
H -0.07 1.12 2.49
H 1.16 2.56 0.05
H 1.62 -0.44 1.91
H 3.40 -0.70 0.01
H 2.73 -2.36 0.51
H 2.28 -1.62 -0.90
H 0.15 -1.19 -1.27
H -0.39 -3.47 -0.38
H -1.99 -2.85 -1.02
H -1.58 -2.79 0.65
H -0.23 0.89 -1.73
H -3.14 0.77 -1.66
H -2.64 2.39 -1.08
H -2.09 1.85 -2.80
```

Computed properties:
Kohn-Sham gap (Ha): 0.400
Lowest unoccupied orbital energy (eV): 1.0
M (g/mol): 176.21

*two*
Computed, not measured: a 2-piece molecular cluster, C8H16O4 overall, with wB97M-V/def2-TZVPD.

Structure (XYZ):
```
28
Properties=species:S:1:pos:R:3
C -4.80 6.52 0.88
C -3.27 6.10 0.95
C -3.09 4.60 1.05
O -4.09 3.87 0.65
O -1.84 4.16 1.47
C -1.40 2.86 1.22
H -4.95 7.61 0.95
H -5.23 6.04 1.78
H -5.34 6.14 0.00
H -2.70 6.41 0.05
H -2.91 6.72 1.80
H -1.37 2.37 2.20
H -0.40 2.76 0.74
H -2.14 2.34 0.59
C 1.07 -4.48 -2.27
C 2.62 -4.59 -2.04
C 3.12 -4.94 -0.61
O 2.39 -5.16 0.40
O 4.45 -4.95 -0.59
C 5.26 -5.43 0.44
H 0.49 -5.37 -1.97
H 0.78 -4.21 -3.30
H 0.80 -3.64 -1.60
H 2.98 -5.38 -2.72
H 3.16 -3.66 -2.28
H 5.64 -4.59 1.04
H 6.12 -6.01 0.06
H 4.66 -6.09 1.09
```

Computed properties:
Kohn-Sham gap (Ha): 0.411
Lowest unoccupied orbital energy (eV): 0.8
M (g/mol): 176.21

Computed relative energies in units of kcal/mol: *one* 3.0; *two* 0.0

*one*
Computed, not measured: a 2-piece molecular cluster, C8H16O4 overall, with wB97M-V/def2-TZVPD.

Structure (XYZ):
```
28
Properties=species:S:1:pos:R:3
C -2.96 1.01 -1.62
C -2.37 1.84 -0.39
O -3.32 2.92 -0.25
C -3.39 3.74 -1.39
C -3.64 2.93 -2.72
O -2.86 1.70 -2.89
H -4.04 0.86 -1.43
H -2.50 0.01 -1.70
H -1.30 2.09 -0.49
H -2.49 1.23 0.53
H -4.23 4.41 -1.14
H -2.47 4.35 -1.42
H -4.65 2.50 -2.80
H -3.46 3.55 -3.62
C -1.18 -0.11 -4.98
C -1.46 -1.27 -4.02
O -1.41 -2.43 -4.74
C -2.17 -2.46 -5.95
C -1.70 -1.32 -6.87
O -1.99 -0.17 -6.16
H -0.10 -0.05 -5.22
H -1.47 0.84 -4.50
H -2.47 -1.08 -3.60
H -0.75 -1.33 -3.17
H -2.25 -3.47 -6.41
H -3.20 -2.09 -5.77
H -0.60 -1.22 -6.97
H -2.12 -1.41 -7.89
```

Computed properties:
Kohn-Sham gap (Ha): 0.364
Lowest unoccupied orbital energy (eV): 0.9
M (g/mol): 176.21

*two*
Computed, not measured: a 2-piece molecular cluster, C8H16O4 overall, with wB97M-V/def2-TZVPD.

Structure (XYZ):
```
28
Properties=species:S:1:pos:R:3
C 1.93 5.83 2.25
C 2.21 5.13 3.54
O 1.87 3.76 3.38
C 2.87 3.01 2.78
C 2.50 1.57 2.37
O 4.07 3.33 2.72
H 1.98 6.93 2.39
H 0.94 5.58 1.83
H 2.70 5.53 1.53
H 3.25 5.23 3.90
H 1.56 5.70 4.23
H 1.49 1.49 1.94
H 2.52 1.04 3.34
H 3.21 1.07 1.68
C 3.53 -0.56 -1.64
C 4.93 -1.03 -1.72
O 5.75 -0.36 -0.75
C 6.72 0.51 -1.15
C 7.50 1.11 -0.01
O 6.84 0.92 -2.32
H 2.93 -1.21 -2.29
H 3.46 0.48 -2.02
H 3.11 -0.59 -0.62
H 4.93 -2.13 -1.63
H 5.24 -0.78 -2.76
H 8.55 1.38 -0.19
H 7.46 0.38 0.82
H 6.95 2.02 0.29
```

Computed properties:
Kohn-Sham gap (Ha): 0.404
Lowest unoccupied orbital energy (eV): 0.8
M (g/mol): 176.21

Computed relative energies in units of kcal/mol: *one* 62.9; *two* 0.0

*one*
Computed, not measured: a 2-piece molecular cluster, C3H11N2O overall, with wB97M-V/def2-TZVPD.

Structure (XYZ):
```
17
Properties=species:S:1:pos:R:3
C 1.48 0.57 -0.79
C 0.40 0.46 0.24
C 0.56 -0.28 1.37
N 1.71 -0.28 2.16
N -0.99 0.77 -0.19
H 1.76 -0.44 -1.11
H 1.10 1.07 -1.68
H 2.30 1.04 -0.26
H -0.34 -0.69 1.83
H 1.73 0.53 2.78
H 1.56 -0.97 2.90
H -1.37 1.51 0.39
H -1.01 1.02 -1.18
H -1.60 -0.07 -0.24
H -2.94 -1.79 -2.43
H -2.11 -0.57 -2.84
O -2.38 -1.06 -2.08
```

Computed properties:
Kohn-Sham gap (Ha): 0.357
Lowest unoccupied orbital energy (eV): -3.4
Net charge: +1
M (g/mol): 91.13

*two*
Computed, not measured: a 2-piece molecular cluster, C3H11N2O overall, with wB97M-V/def2-TZVPD.

Structure (XYZ):
```
17
Properties=species:S:1:pos:R:3
C -2.19 -1.40 -1.66
C -0.74 -1.12 -1.38
N -0.69 -0.11 -0.29
C 0.34 0.50 0.33
N 0.97 0.05 1.36
H -2.68 -1.81 -0.77
H -2.32 -2.10 -2.47
H -2.74 -0.51 -2.02
H -0.19 -0.70 -2.22
H -0.26 -2.03 -1.04
H -1.59 -0.10 0.16
H 0.71 1.46 -0.02
H 1.44 0.76 1.93
H 1.23 -0.88 1.65
H 3.63 2.40 1.98
H 2.42 3.23 2.43
O 2.66 2.38 2.03
```

Computed properties:
Kohn-Sham gap (Ha): 0.331
Lowest unoccupied orbital energy (eV): -5.0
Net charge: +1
M (g/mol): 91.13

Computed relative energies in units of kcal/mol: *one* 4.2; *two* 0.0

*one*
Computed, not measured: a 2-piece molecular cluster, C3H11N2O overall, with wB97M-V/def2-TZVPD.

Structure (XYZ):
```
17
Properties=species:S:1:pos:R:3
C -0.75 1.42 1.36
C -0.15 0.58 0.28
C -0.86 -0.23 -0.59
N -2.25 0.02 -0.72
N 1.38 0.45 0.31
H -0.07 2.11 2.00
H -1.05 0.84 2.23
H -1.54 2.10 0.97
H -0.46 -1.05 -1.13
H -2.65 0.82 -0.25
H -2.79 -0.76 -1.01
H 1.74 0.56 1.33
H 1.82 1.16 -0.16
H 1.71 -0.48 -0.04
H 1.69 -2.61 -0.31
H 1.69 -1.93 -1.60
O 2.08 -1.84 -0.69
```

Computed properties:
Kohn-Sham gap (Ha): 0.339
Lowest unoccupied orbital energy (eV): -3.2
Net charge: +1
M (g/mol): 91.13

*two*
Computed, not measured: an isolated ion of composition C3H11N2O and charge +1, with wB97M-V/def2-TZVPD.

Structure (XYZ):
```
17
Properties=species:S:1:pos:R:3
C 0.20 0.20 -1.54
N -0.11 -0.24 -0.06
C 0.25 -1.63 0.28
N -1.56 -0.17 -0.03
C 0.43 0.75 0.95
O 0.03 1.98 0.70
H -0.67 0.01 -2.23
H 0.40 1.28 -1.49
H 1.18 -0.32 -1.81
H 1.29 -1.63 -0.14
H 0.16 -1.89 1.39
H -0.38 -2.29 -0.33
H -1.88 -0.54 0.77
H -1.82 0.89 0.01
H 0.22 0.31 1.91
H 1.57 0.59 1.02
H 0.70 2.68 0.62
```

Computed properties:
Kohn-Sham gap (Ha): 0.455
Lowest unoccupied orbital energy (eV): -3.1
Net charge: +1
M (g/mol): 91.13

*three*
Computed, not measured: a 2-piece molecular cluster, C3H11N2O overall, with wB97M-V/def2-TZVPD.

Structure (XYZ):
```
17
Properties=species:S:1:pos:R:3
C -1.83 -1.35 -1.01
C -0.59 -0.68 -0.47
N -0.59 0.80 -0.88
C 0.42 1.59 -0.54
N 1.10 1.53 0.59
H -2.57 -1.45 -0.22
H -1.56 -2.23 -1.58
H -2.22 -0.76 -1.84
H 0.35 -1.03 -0.92
H -0.33 -0.60 0.58
H -1.31 1.24 -1.42
H 0.61 2.45 -1.18
H 1.10 0.83 1.34
H 1.74 2.31 0.55
H 1.78 -0.55 3.03
H 2.27 -1.38 1.86
O 1.64 -0.69 2.10
```

Computed properties:
Kohn-Sham gap (Ha): 0.409
Lowest unoccupied orbital energy (eV): -3.4
Net charge: +1
M (g/mol): 91.13

*four*
Computed, not measured: a 2-piece molecular cluster, C3H11N2O overall, with wB97M-V/def2-TZVPD.

Structure (XYZ):
```
17
Properties=species:S:1:pos:R:3
C -1.31 1.38 -1.00
C 0.06 1.72 -0.32
N 0.79 0.56 0.14
C 0.70 0.14 1.38
N 0.98 -1.10 1.73
H -1.98 0.96 -0.15
H -1.78 2.16 -1.57
H -1.11 0.53 -1.66
H 0.63 2.14 -1.15
H -0.20 2.50 0.40
H 1.47 0.17 -0.49
H 0.21 0.77 2.11
H 0.94 -1.90 1.07
H 0.92 -1.26 2.72
H -0.26 -3.71 -0.95
H -0.15 -2.24 -1.48
O 0.08 -2.83 -0.76
```

Computed properties:
Kohn-Sham gap (Ha): 0.408
Lowest unoccupied orbital energy (eV): -3.8
Net charge: +1
M (g/mol): 91.13

Computed relative energies in units of kcal/mol: *one* 23.7; *two* 56.7; *three* 3.9; *four* 0.0

*one*
Computed, not measured: a single C3H7NO2S molecule, with wB97M-V/def2-TZVPD.

Structure (XYZ):
```
14
Properties=species:S:1:pos:R:3
C 2.62 0.73 0.32
N 1.73 0.70 -0.56
S 0.50 -0.56 -0.38
O 0.59 -1.30 -1.56
O 0.70 -1.32 0.85
C -0.94 0.50 -0.28
C -2.05 -0.44 0.11
H 3.37 1.48 0.32
H 2.51 0.01 1.13
H -0.84 1.17 0.50
H -1.17 1.09 -1.17
H -1.89 -1.41 -0.47
H -2.02 -0.59 1.23
H -3.11 -0.07 -0.03
```

Computed properties:
Kohn-Sham gap (Ha): 0.406
Lowest unoccupied orbital energy (eV): 0.6
M (g/mol): 121.16

*two*
Computed, not measured: a 2-piece molecular cluster, C3H7NO2S overall, with wB97M-V/def2-TZVPD.

Structure (XYZ):
```
14
Properties=species:S:1:pos:R:3
C 2.18 1.90 -0.45
C -2.03 -0.30 0.45
C -1.69 -1.39 -0.54
N 1.73 0.85 0.16
O 1.11 -1.42 1.00
O -1.65 0.85 0.44
S 2.36 -0.61 0.62
H 1.70 2.88 -0.19
H 3.02 1.88 -1.09
H -2.73 -0.59 1.29
H -0.69 -1.66 -0.23
H -1.81 -1.08 -1.61
H -2.29 -2.26 -0.34
H 0.79 0.94 0.51
```

Computed properties:
Kohn-Sham gap (spin up / spin down) (Ha): 0.272 / 0.257
Lowest unoccupied orbital energy (spin up / spin down) (eV): -0.2 / -0.4
M (g/mol): 121.16

Computed relative energies in units of kcal/mol: *one* 0.0; *two* 28.6